Computed, not measured: C14H12BrFeN3O8S2 as an isolated structure at a distorted geometry, with ωB97M-V with the def2-TZVPD basis set.

<S²>: 6.01
Multiplicity: 5
Total energy (eV): -161667.807
HOMO-LUMO gap (spin up / spin down) (hartree): 0.2269 / 0.2235
Total charge: -2
E_LUMO (spin up / spin down) (eV): 4.786 / 4.785
E_HOMO (spin up / spin down) (eV): -1.389 / -1.298

Geometry (Å):
Fe (0.6934, -0.1092, 0.0958)
N (-2.1357, -0.2837, 1.3946)
C (-2.8646, 0.2925, 0.4056)
C (-4.2038, -0.0112, 0.2075)
C (-4.9603, 0.6478, -0.7644)
C (-4.4025, 1.6216, -1.5483)
C (-3.0298, 1.9303, -1.4223)
C (-2.4022, 2.9102, -2.2123)
C (-1.0629, 3.1427, -2.0542)
C (-0.3384, 2.3720, -1.1470)
N (-0.8775, 1.4377, -0.3934)
C (-2.2267, 1.2345, -0.4710)
H (-2.6346, -0.8937, 2.0187)
H (-1.4890, 0.3404, 1.8803)
H (-4.6724, -0.7535, 0.8436)
H (-6.0112, 0.4067, -0.8793)
H (-5.0021, 2.1569, -2.2769)
H (-2.9820, 3.4687, -2.9383)
H (-0.5630, 3.8949, -2.6510)
H (0.7311, 2.4861, -1.0222)
O (-0.0786, 1.6345, 2.6997)
S (1.1598, 0.8682, 2.5133)
O (2.2030, 1.2338, 3.4579)
O (1.6561, 1.1342, 1.0773)
O (0.8522, -0.5800, 2.5230)
O (0.2763, -0.9960, -3.5251)
S (0.9965, -1.1106, -2.2666)
O (1.9118, -2.2446, -2.2491)
O (-0.0350, -1.2864, -1.1168)
O (1.6758, 0.1683, -1.8917)
Br (0.6325, -3.5357, 1.2158)
C (2.3060, -2.6753, 1.1299)
C (3.3863, -3.3050, 1.7236)
C (4.6404, -2.7361, 1.5721)
C (4.7527, -1.5838, 0.8088)
C (3.6144, -1.0343, 0.2582)
N (2.3991, -1.5560, 0.4257)
H (3.2374, -4.2230, 2.2734)
H (5.5085, -3.1970, 2.0264)
H (5.7167, -1.1227, 0.6361)
H (3.6224, -0.1439, -0.3575)

---

Computed, not measured: C14H12F11GaN3O5S2Se as an isolated structure, with ωB97M-V with the def2-TZVPD basis set.

Multiplicity: 1
Total energy (eV): -198699.310
HOMO-LUMO gap (hartree): 0.3008
Total charge: +1
E_LUMO (eV): -3.575
E_HOMO (eV): -11.759

Geometry (Å):
Ga (-0.8061, 0.0603, 0.9089)
F (-3.1917, 1.2614, -3.7207)
C (-2.6098, 1.9247, -2.7453)
F (-3.3153, 2.9804, -2.4077)
F (-1.3873, 2.2980, -3.1204)
S (-2.4191, 0.7887, -1.2958)
O (-1.7060, 1.5552, -0.2218)
O (-1.6148, -0.3321, -1.7148)
N (-3.8990, 0.4631, -0.9467)
S (-4.0729, -0.1508, 0.5111)
O (-5.1998, -0.9894, 0.6367)
O (-2.7619, -0.6916, 0.9712)
C (-4.3804, 1.3425, 1.6239)
F (-4.6626, 2.3985, 0.8841)
F (-3.2881, 1.5954, 2.3435)
F (-5.3818, 1.0668, 2.4261)
F (4.1336, -2.2355, 5.7286)
C (3.0599, -1.7328, 5.1431)
C (2.1095, -1.0525, 5.8912)
F (2.2760, -0.9022, 7.1959)
C (0.9898, -0.5317, 5.2637)
F (0.0899, 0.1207, 5.9991)
C (0.7864, -0.6697, 3.8961)
Se (-0.8406, 0.0862, 3.2324)
C (1.7438, -1.3578, 3.1797)
F (1.5779, -1.5477, 1.8580)
C (2.8736, -1.8874, 3.7784)
F (3.7672, -2.5459, 3.0486)
C (1.6031, 2.3728, -1.2580)
N (1.4603, 1.0989, -1.9523)
C (1.9059, 1.0791, -3.3460)
C (1.2517, -0.0701, -4.0810)
C (1.5099, -1.3566, -3.3270)
N (1.1242, -1.2038, -1.9214)
C (0.7205, -2.3993, -1.1886)
C (1.0821, -0.0179, -1.3330)
O (0.7209, 0.0491, -0.0840)
H (0.9721, 3.1230, -1.7332)
H (2.6432, 2.6967, -1.3158)
H (1.3245, 2.2756, -0.2162)
H (2.9967, 1.0010, -3.3772)
H (1.6297, 2.0378, -3.7856)
H (1.6534, -0.1440, -5.0907)
H (0.1768, 0.1020, -4.1578)
H (2.5631, -1.6452, -3.3814)
H (0.9171, -2.1709, -3.7404)
H (1.0248, -3.2632, -1.7725)
H (-0.3648, -2.4338, -1.0625)
H (1.2146, -2.4461, -0.2224)

---

Computed, not measured: C14H12N3OSbSe4Tc as an isolated structure, with ωB97M-V with the def2-TZVPD basis set.

<S²>: 0.81
Multiplicity: 2
Total energy (eV): -291353.171
HOMO-LUMO gap (spin up / spin down) (hartree): 0.2090 / 0.2065
E_LUMO (spin up / spin down) (eV): -1.930 / -1.963
E_HOMO (spin up / spin down) (eV): -7.618 / -7.583

Geometry (Å):
Tc (-0.0530, -1.3261, -0.0013)
C (2.4843, 1.3296, 2.4605)
C (1.4469, 0.4402, 1.8743)
N (1.4978, -0.0831, 0.7039)
N (2.5380, 0.1645, -0.1614)
C (2.2114, -0.3076, -1.3315)
O (1.0549, -0.8725, -1.5896)
C (3.1560, -0.2025, -2.4599)
C (2.7220, -0.5049, -3.7483)
C (3.6003, -0.4005, -4.8139)
C (4.9113, -0.0023, -4.5957)
C (5.3477, 0.2891, -3.3099)
C (4.4738, 0.1922, -2.2421)
C (0.1979, 0.1190, 2.5843)
C (-0.0716, 0.5361, 3.8713)
C (-1.2862, 0.1919, 4.4561)
C (-2.1939, -0.5518, 3.7344)
C (-1.8770, -0.9334, 2.4375)
N (-0.7115, -0.6045, 1.8721)
H (3.3282, 1.4086, 1.7820)
H (2.8233, 0.9317, 3.4183)
H (2.0764, 2.3265, 2.6386)
H (1.7013, -0.8263, -3.8995)
H (3.2625, -0.6349, -5.8145)
H (5.5973, 0.0780, -5.4289)
H (6.3735, 0.5894, -3.1417)
H (4.8028, 0.4151, -1.2370)
H (0.6600, 1.1148, 4.4154)
H (-1.5078, 0.5002, 5.4688)
H (-3.1402, -0.8638, 4.1511)
H (-2.5461, -1.5358, 1.8435)
Se (-0.8880, -6.4587, -0.8484)
Sb (-1.2661, -4.5887, 0.5187)
Se (-1.8860, -2.4837, -0.9028)
Se (-2.5289, -4.4084, 2.5141)
Se (0.9021, -3.2035, 0.9762)

---

Computed, not measured: C14H12N4OS3 as an isolated structure at a distorted geometry, with ωB97M-V with the def2-TZVPD basis set.

Multiplicity: 1
Total energy (eV): -55227.047
HOMO-LUMO gap (hartree): 0.3211
E_LUMO (eV): 0.390
E_HOMO (eV): -8.349

Geometry (Å):
C (5.7383, -2.3394, -0.0555)
C (4.2846, -2.7022, -0.0799)
C (3.3099, -1.7187, -0.0216)
C (1.9586, -2.0540, -0.0636)
C (1.5768, -3.3904, -0.1660)
C (2.5466, -4.3716, -0.2255)
C (3.8887, -4.0317, -0.1828)
H (4.6402, -4.8073, -0.2289)
H (2.2581, -5.4095, -0.3046)
H (0.5271, -3.6360, -0.1964)
C (0.9578, -1.0045, 0.0012)
N (-0.3284, -1.2693, -0.0178)
S (-1.2042, 0.0955, 0.0645)
C (0.2845, 1.0585, 0.1266)
N (1.3240, 0.2988, 0.0845)
S (0.3465, 2.7709, 0.2555)
C (-1.4355, 3.1329, 0.1720)
C (-1.9848, 2.7856, -1.1918)
O (-1.3166, 2.6561, -2.1850)
N (-3.3517, 2.6195, -1.2646)
C (-4.3044, 2.6992, -0.2885)
N (-4.1236, 3.0239, 0.9434)
C (-5.2857, 3.0026, 1.6422)
C (-6.3896, 2.6592, 0.9371)
S (-5.9774, 2.3336, -0.7058)
H (-7.4038, 2.5788, 1.2685)
H (-5.2591, 3.2556, 2.6857)
H (-3.6842, 2.3753, -2.1913)
H (-1.9640, 2.6039, 0.9652)
H (-1.5391, 4.2049, 0.3434)
H (3.5829, -0.6774, 0.0577)
H (5.8902, -1.3815, 0.4352)
H (6.1183, -2.2615, -1.0746)
H (6.3193, -3.0999, 0.4616)

---

Computed, not measured: C14H13AsF3N4O2PtS as an isolated structure, with ωB97M-V with the def2-TZVPD basis set.

<S²>: 6.06
Multiplicity: 5
Total energy (eV): -107845.518
HOMO-LUMO gap (spin up / spin down) (hartree): 0.3250 / 0.1649
Total charge: +1
E_LUMO (spin up / spin down) (eV): -2.673 / -7.594
E_HOMO (spin up / spin down) (eV): -11.516 / -12.082

Geometry (Å):
Pt (2.3019, 1.6943, -0.0971)
N (1.2586, 2.7197, 1.1334)
C (0.7711, 3.6868, 1.6491)
N (0.2197, 4.5649, 2.2751)
C (-0.2541, 5.7823, 2.2555)
N (-0.7097, 6.8428, 2.2561)
F (5.2203, -1.7229, 1.5148)
C (4.2916, -1.3271, 2.4009)
F (4.8799, -0.5659, 3.3227)
F (3.7882, -2.4030, 2.9899)
C (3.1985, -0.5285, 1.6402)
O (2.0840, -1.0345, 1.5228)
O (3.6204, 0.5863, 1.2075)
C (-0.6802, -0.2762, 1.5241)
As (0.3106, -0.4835, -0.1129)
C (0.2669, -2.3842, -0.4328)
C (-0.8174, 0.3429, -1.5364)
C (-2.1697, -0.2897, -1.5306)
C (-3.1911, 0.2419, -0.7443)
C (-4.4453, -0.3471, -0.7285)
C (-4.6918, -1.4759, -1.4979)
C (-3.6825, -2.0098, -2.2884)
C (-2.4289, -1.4202, -2.3048)
H (-1.6372, -0.7824, 1.4053)
H (-0.8411, 0.7758, 1.7473)
H (-0.1042, -0.7406, 2.3212)
H (-0.7796, -2.6858, -0.4546)
H (0.7903, -2.8687, 0.3865)
H (0.7454, -2.6306, -1.3777)
H (-0.2772, 0.1969, -2.4706)
H (-0.8463, 1.4064, -1.3019)
H (-3.0051, 1.1291, -0.1495)
H (-5.2334, 0.0790, -0.1224)
H (-5.6721, -1.9327, -1.4904)
H (-3.8753, -2.8818, -2.8986)
H (-1.6467, -1.8330, -2.9319)
S (5.5187, 0.6573, -3.2713)
C (4.3190, 0.8811, -2.2734)
N (3.4038, 1.0367, -1.5365)

---

Computed, not measured: C14H13Br3CuF4O15 as an isolated structure at a distorted geometry, with ωB97M-V with the def2-TZVPD basis set.

<S²>: 2.02
Multiplicity: 3
Total energy (eV): -311057.438
HOMO-LUMO gap (spin up / spin down) (hartree): 0.1657 / 0.1136
Total charge: +1
E_LUMO (spin up / spin down) (eV): -9.036 / -10.448
E_HOMO (spin up / spin down) (eV): -13.545 / -13.540

Geometry (Å):
Cu (-31.7141, -9.7658, -2.8293)
C (-29.5207, -9.8250, -3.7129)
O (-30.4639, -9.6512, -4.5125)
O (-29.8457, -10.8533, -3.1091)
O (-29.6357, -8.9060, -2.9576)
C (-30.2800, -10.3916, -7.6601)
C (-30.4457, -11.6235, -6.8026)
O (-30.0958, -12.6032, -7.8110)
C (-30.4638, -12.1103, -9.0324)
O (-30.6037, -12.8342, -9.9792)
O (-30.5874, -10.8103, -8.9843)
F (-31.6734, -11.6318, -6.2955)
H (-29.3887, -9.7894, -7.4836)
H (-31.0184, -9.6540, -7.3458)
H (-29.7563, -11.5945, -5.9587)
C (-29.0511, -13.0317, -0.7592)
C (-28.3478, -13.8053, -1.8338)
O (-28.9591, -15.0845, -1.6742)
C (-29.2839, -15.2073, -0.3131)
O (-29.5443, -16.2309, 0.2998)
O (-29.3004, -13.9355, 0.2373)
F (-27.0790, -13.8076, -1.5380)
H (-29.8040, -12.3543, -1.1621)
H (-28.2969, -12.3215, -0.4203)
H (-28.4656, -13.6172, -2.9009)
C (-26.2711, -8.1814, -3.7257)
C (-25.4640, -9.1585, -2.9055)
O (-24.3948, -9.3392, -3.8215)
C (-24.2204, -8.2776, -4.5246)
O (-23.1685, -7.9668, -5.0724)
O (-25.2770, -7.5618, -4.5114)
F (-26.2599, -10.2184, -2.7706)
H (-26.8498, -7.4441, -3.1694)
H (-26.8767, -8.7431, -4.4369)
H (-25.3411, -8.7836, -1.8894)
C (-27.8335, -8.4961, 0.3725)
C (-28.5957, -7.2141, -0.1273)
O (-27.7702, -6.2167, 0.4482)
C (-26.4983, -6.6421, 0.6387)
O (-25.6065, -5.8570, 0.9303)
O (-26.5011, -8.0504, 0.4296)
F (-29.7345, -7.1425, 0.4318)
H (-28.0878, -9.2111, -0.4099)
H (-28.1805, -8.7322, 1.3785)
H (-28.6830, -7.2549, -1.2130)
C (-29.5683, -6.7652, -6.3863)
Br (-28.7110, -5.3255, -5.3454)
Br (-28.4264, -7.3257, -8.0496)
Br (-31.5240, -6.3146, -6.8334)
H (-29.5901, -7.6090, -5.6966)